(1)
Density functional theory data (the ωB97M-V functional and the def2-TZVPD basis) for 12 unconnected molecules or ions with the total composition C36H68O36.

Each line ends with the Mulliken charge.
Cartesian coordinates (Å):
C: -4.3552 -5.3570 -2.5932  -0.19
C: -5.0744 -4.5617 -1.4565  -0.28
O: -4.0202 -4.0686 -0.7212  -0.35
C: -2.8194 -4.1596 -1.4763  0.68
O: -1.8752 -3.4395 -1.2669  -0.45
O: -2.9762 -4.9733 -2.5092  -0.30
H: -4.6601 -5.0827 -3.6031  0.28
H: -4.4841 -6.4329 -2.4760  0.13
H: -5.6845 -5.1516 -0.7724  0.27
H: -5.6795 -3.7265 -1.8092  0.21
C: 5.3957 -2.7612 -2.3734  -0.02
C: 6.4055 -3.8308 -2.5614  -0.36
O: 5.6287 -5.0089 -2.3198  -0.32
C: 4.3164 -4.6855 -2.5885  0.60
O: 3.3879 -5.4854 -2.6018  -0.55
O: 4.1299 -3.3439 -2.7444  -0.18
H: 5.5034 -1.8988 -3.0312  0.27
H: 5.5060 -2.3909 -1.3542  0.04
H: 7.2500 -3.8289 -1.8723  0.30
H: 6.8276 -3.8340 -3.5664  0.23
C: -0.1136 1.8709 0.3202  0.19
O: 0.3866 0.5678 0.5775  -0.11
C: 0.2654 -0.3266 -0.3767  0.49
O: -0.4517 -0.2373 -1.3837  -0.64
O: 1.0400 -1.4310 0.0346  0.01
C: 1.2688 -2.4511 -0.9983  -0.99
H: 0.5714 2.4851 -0.2643  -0.29
H: -0.4070 2.3674 1.2451  0.26
H: -1.0428 1.8834 -0.2494  -0.29
H: 1.3432 -2.0707 -2.0171  0.35
H: 0.7139 -3.3892 -0.9906  0.39
H: 2.2033 -2.9796 -0.8103  0.29
C: 1.5280 0.9420 3.5517  -0.52
O: 2.7171 0.1673 3.2130  0.23
C: 2.9121 -1.0055 3.5736  0.60
O: 2.1064 -1.6991 4.1353  -0.58
O: 4.1654 -1.2845 3.2796  -0.10
C: 4.7954 -2.2302 4.0813  -0.84
H: 0.9048 1.2212 2.7021  -0.11
H: 1.8206 1.9117 3.9545  0.27
H: 0.9819 0.4523 4.3580  0.38
H: 4.6564 -3.2722 3.7931  0.22
H: 4.4765 -2.1024 5.1157  0.36
H: 5.8536 -1.9691 4.0912  0.26
C: 2.3199 1.4189 -4.1403  -0.32
O: 2.9603 0.6201 -3.0920  -0.28
C: 3.1511 1.1287 -1.9141  0.55
O: 2.7361 2.2069 -1.4346  -0.35
O: 3.8565 0.1459 -1.1660  -0.08
C: 4.3267 0.4548 0.1383  -0.38
H: 1.2352 1.3841 -4.0392  0.00
H: 2.5898 1.0610 -5.1339  0.31
H: 2.5742 2.4787 -4.1563  0.19
H: 3.7997 -0.2687 0.7603  0.14
H: 3.9205 1.3504 0.6082  -0.01
H: 5.4096 0.4171 0.2565  0.34
C: 2.4515 -4.8524 1.8981  -0.39
O: 1.3458 -5.6170 1.3792  -0.34
C: 0.1349 -5.2000 1.6193  1.01
O: -0.1206 -4.2802 2.4036  -0.67
O: -0.6423 -6.0618 1.0750  -0.22
C: -2.0057 -6.1363 1.3313  -0.63
H: 2.4819 -4.8697 2.9875  0.29
H: 2.2208 -3.8246 1.6179  -0.05
H: 3.3942 -5.1532 1.4410  0.31
H: -2.5048 -6.8596 0.6863  0.05
H: -2.2878 -5.0956 1.1721  0.29
H: -2.1687 -6.3434 2.3889  0.36
C: 5.4241 2.0626 4.4642  -0.71
O: 5.0210 2.3797 3.1064  -0.18
C: 4.3637 3.5708 2.8702  0.64
O: 4.2305 4.5308 3.6250  -0.63
O: 3.9594 3.6217 1.6432  -0.20
C: 3.0071 4.5012 1.0998  -0.52
H: 5.9631 1.1155 4.4378  0.22
H: 4.5910 1.9035 5.1489  0.27
H: 6.1163 2.7662 4.9267  0.35
H: 3.2020 4.4795 0.0276  0.05
H: 3.1824 5.5113 1.4700  0.47
H: 2.0176 4.1079 1.3328  0.19
C: -3.1127 -10.1167 -2.2340  -0.73
O: -2.6150 -8.8043 -2.1624  -0.21
C: -1.2928 -8.6112 -2.1873  0.59
O: -0.3580 -9.4481 -2.3782  -0.62
O: -1.0704 -7.2819 -2.0923  -0.04
C: 0.2566 -6.7348 -2.0741  -0.69
H: -3.0640 -10.4384 -3.2743  0.30
H: -4.1128 -10.1727 -1.8042  0.22
H: -2.4722 -10.7673 -1.6385  0.33
H: 0.1332 -5.6755 -2.2993  0.14
H: 0.9873 -7.2215 -2.7201  0.46
H: 0.5945 -6.8323 -1.0423  0.23
C: 1.9099 5.0264 -2.5468  -0.41
O: 2.1988 6.1982 -1.7813  -0.35
C: 1.3748 7.2619 -1.8817  0.83
O: 0.2760 7.3708 -2.5064  -0.63
O: 1.9765 8.2816 -1.2077  -0.33
C: 1.3552 9.5334 -1.0936  -0.64
H: 1.4615 4.3007 -1.8682  -0.05
H: 2.8349 4.5974 -2.9320  0.24
H: 1.3015 5.2753 -3.4163  0.56
H: 0.4498 9.4259 -0.4963  0.29
H: 1.0042 9.8822 -2.0648  0.30
H: 2.1083 10.2266 -0.7188  0.23
C: -5.3405 6.3636 5.0903  -0.60
O: -4.7678 5.1605 4.6398  -0.36
C: -4.4366 4.9162 3.3590  0.66
O: -4.4342 5.7479 2.4918  -0.53
O: -3.9062 3.6844 3.2739  -0.37
C: -3.4369 3.2175 2.0458  -0.20
H: -4.5915 7.1531 5.0283  0.27
H: -5.6765 6.4621 6.1225  0.24
H: -6.2426 6.4975 4.4933  0.28
H: -2.5226 3.7086 1.7128  0.16
H: -4.1688 3.3949 1.2578  0.12
H: -3.3000 2.1365 2.0167  0.30
C: -4.1296 0.3920 -0.5568  -0.28
O: -5.2265 0.5436 0.3621  -0.32
C: -6.0420 1.5909 0.2655  0.83
O: -5.8378 2.6151 -0.3288  -0.57
O: -7.0621 1.4677 1.1259  -0.38
C: -7.8701 2.5978 1.4790  -0.68
H: -4.1460 -0.6064 -0.9939  0.27
H: -3.2271 0.6527 -0.0041  -0.06
H: -4.3041 1.1050 -1.3625  0.31
H: -7.3205 3.5384 1.5161  0.25
H: -8.2736 2.5347 2.4896  0.29
H: -8.6259 2.7823 0.7155  0.30
C: -1.7544 1.8282 -3.4998  -0.32
O: -1.6558 3.2028 -3.2034  -0.42
C: -2.1464 3.7417 -2.0537  0.64
O: -2.7505 3.0843 -1.1821  -0.16
O: -1.8540 5.0333 -2.1252  -0.31
C: -2.2709 5.8122 -1.0201  -0.78
H: -2.7383 1.6573 -3.9369  0.38
H: -1.6680 1.2251 -2.5960  -0.02
H: -0.9725 1.4957 -4.1825  0.21
H: -2.2783 6.8693 -1.2855  0.28
H: -1.5868 5.5209 -0.2230  0.22
H: -3.2350 5.5430 -0.5887  0.40

Calculated values
**Total charge**: 0
**E_HOMO**: -10.1 eV
**E_tot**: -4121.0747 hartree
**Gap between HOMO and LUMO**: 10.519 eV

(2)
Density functional theory data (the ωB97M-V functional and the def2-TZVPD basis) for 4 unconnected molecules or ions with the total composition C36H70BBrN5O5P.

Each line ends with the Löwdin spin population.
Cartesian coordinates (Å):
N: -0.6196 5.2454 3.5468  0.00
P: 0.1287 4.4229 2.4288  0.00
C: -0.0643 2.5807 2.5742  0.00
C: 1.0901 1.8352 2.5486  0.00
C: 1.0260 0.4435 2.6543  0.00
C: 2.2447 -0.4616 2.6042  0.00
C: 2.3051 -1.1024 1.1752  0.00
C: 3.0422 -0.2011 0.1609  0.00
Br: 1.8378 1.0925 -0.6932  0.00
C: -0.2448 -0.1231 2.8141  0.00
C: -1.3509 0.6769 2.8263  0.00
N: -1.2727 2.0084 2.7004  0.00
C: -2.5480 2.7598 2.6899  0.00
B: -3.3842 2.3014 1.3726  0.00
O: -4.7263 1.9770 1.4209  0.00
O: -2.7468 2.1902 0.1546  0.00
H: -1.0816 4.5671 4.1517  0.00
H: -0.2694 4.7471 1.1017  0.00
H: 1.5181 4.7075 2.5110  0.00
H: 2.0626 2.3095 2.4340  0.00
H: 2.0831 -1.2417 3.3599  0.00
H: 3.1559 0.1208 2.7854  0.00
H: 1.2741 -1.2676 0.8278  0.00
H: 2.7689 -2.1008 1.1913  0.00
H: 3.9264 0.2854 0.5834  0.00
H: 3.3941 -0.8580 -0.6444  0.00
H: -0.3401 -1.2052 2.8944  0.00
H: -2.3136 0.1782 2.9427  0.00
H: -2.4223 3.8492 2.6482  0.00
H: -3.1793 2.4941 3.5485  0.00
H: -4.8458 1.0176 1.4754  0.00
H: -2.3690 3.0412 -0.1196  0.00
C: -6.4803 6.2259 -1.9393  0.00
C: -5.5799 6.1997 -0.6883  0.03
C: -5.6907 7.5237 0.0786  0.02
C: -4.9326 8.6731 -0.5743  0.00
C: -3.4753 8.2803 -0.7910  0.02
C: -3.3199 6.9880 -1.6007  0.03
N: -4.1710 5.8725 -1.0731  0.38
O: -3.5739 5.3705 -0.0277  0.52
C: -3.6571 7.2785 -3.0795  0.00
C: -1.8364 6.6062 -1.6275  0.00
C: -6.2141 5.1070 0.1804  0.00
H: -6.5986 5.2228 -2.3528  0.00
H: -7.4738 6.5943 -1.6811  0.00
H: -6.1224 6.8627 -2.7425  0.00
H: -5.3048 7.3910 1.0953  0.00
H: -6.7423 7.7953 0.1903  0.00
H: -5.4093 8.9552 -1.5170  0.00
H: -4.9811 9.5531 0.0701  0.00
H: -2.9514 9.0950 -1.2960  0.00
H: -2.9940 8.1657 0.1862  0.00
H: -3.7749 6.3536 -3.6462  0.00
H: -2.8547 7.8481 -3.5490  0.00
H: -4.5502 7.8858 -3.2098  0.00
H: -1.4182 6.4846 -0.6277  0.00
H: -1.2564 7.3889 -2.1150  0.00
H: -1.6787 5.6799 -2.1859  0.00
H: -6.1133 4.1230 -0.2812  0.00
H: -7.2782 5.3069 0.3077  0.00
H: -5.7784 5.0618 1.1785  0.00
C: 6.1610 -4.8435 3.3804  0.00
C: 5.2236 -5.3391 2.2610  0.03
C: 5.3515 -6.8582 2.0913  0.01
C: 6.6212 -7.2860 1.3653  0.00
C: 6.7214 -6.5685 0.0237  0.01
C: 6.6502 -5.0432 0.1563  0.03
N: 5.4924 -4.5909 0.9940  0.35
O: 4.4159 -4.6475 0.2561  0.55
C: 7.9828 -4.5287 0.7441  0.00
C: 6.6047 -4.4344 -1.2486  0.00
C: 3.8247 -5.0530 2.8184  0.00
H: 5.9075 -3.8230 3.6755  0.00
H: 6.0613 -5.4753 4.2644  0.00
H: 7.2156 -4.8492 3.1237  0.00
H: 4.4904 -7.2374 1.5305  0.00
H: 5.3085 -7.3420 3.0697  0.00
H: 7.4991 -7.0862 1.9860  0.00
H: 6.5998 -8.3652 1.2015  0.00
H: 7.6540 -6.8511 -0.4697  0.00
H: 5.9127 -6.9220 -0.6243  0.00
H: 7.8984 -3.4876 1.0600  0.00
H: 8.7742 -4.5787 -0.0039  0.00
H: 8.3464 -5.1211 1.5817  0.00
H: 5.7674 -4.8052 -1.8384  0.00
H: 7.5108 -4.6902 -1.7971  0.00
H: 6.5408 -3.3448 -1.2031  0.00
H: 3.6452 -3.9782 2.9064  0.00
H: 3.7254 -5.4889 3.8130  0.00
H: 3.0347 -5.4827 2.2029  0.00
C: -0.8976 -0.9922 -2.7932  0.00
C: -1.2809 -1.9234 -1.6266  0.03
C: -0.0792 -2.7850 -1.2182  0.01
C: 0.2065 -3.9314 -2.1804  0.00
C: -1.0477 -4.7803 -2.3632  0.01
C: -2.2600 -3.9617 -2.8227  0.03
N: -2.4781 -2.7383 -1.9860  0.35
O: -3.0603 -3.1056 -0.8759  0.56
C: -2.0736 -3.5808 -4.3080  0.00
C: -3.4907 -4.8735 -2.8253  0.00
C: -1.5711 -0.9508 -0.4786  0.00
H: -1.6524 -0.2157 -2.9327  0.00
H: 0.0513 -0.4951 -2.5847  0.00
H: -0.7724 -1.4924 -3.7483  0.00
H: -0.2538 -3.2093 -0.2216  0.00
H: 0.8096 -2.1549 -1.1258  0.00
H: 0.5639 -3.5430 -3.1381  0.00
H: 1.0125 -4.5505 -1.7798  0.00
H: -0.8457 -5.5747 -3.0849  0.00
H: -1.2750 -5.2786 -1.4149  0.00
H: -2.7941 -2.8204 -4.6127  0.00
H: -2.2281 -4.4502 -4.9471  0.00
H: -1.0707 -3.2290 -4.5450  0.00
H: -3.6812 -5.3223 -1.8514  0.00
H: -3.3457 -5.6959 -3.5256  0.00
H: -4.3837 -4.3271 -3.1350  0.00
H: -2.4570 -0.3499 -0.6847  0.00
H: -0.7323 -0.2633 -0.3357  0.00
H: -1.7207 -1.4662 0.4737  0.00

Calculated values
**Total charge**: +1
**E_HOMO (alpha / beta)**: -10.5 / -11.2 eV
**E_tot**: -5003.5361 hartree
**Gap between HOMO and LUMO (alpha / beta)**: 6.507 / 7.289 eV
**Spin multiplicity**: 4

(3)
Density functional theory data (the ωB97M-V functional and the def2-TZVPD basis) for 12 unconnected molecules or ions with the total composition C36H71BBrCl2O33.

Each line ends with the Mulliken charge.
Cartesian coordinates (Å):
C: 1.5759 -2.2894 -0.4820  -1.03
C: 2.6104 -2.8323 -1.5559  0.52
Cl: 1.9945 -4.0498 -2.8063  -0.25
C: 3.9636 -2.4209 -1.5808  0.00
Cl: 5.1045 -3.1569 -2.8288  -0.30
B: 4.5919 -1.3112 -0.5456  0.25
Br: 5.0955 0.3911 -1.5709  -0.43
H: 2.0638 -2.1068 0.5337  0.27
H: 0.7755 -3.0817 -0.2813  0.31
H: 1.1215 -1.2976 -0.7996  0.19
H: 5.5094 -1.7317 0.0949  -0.23
H: 3.7789 -0.9544 0.2624  -0.22
C: -0.7588 1.0780 -4.0521  -0.82
O: -0.9584 1.1323 -2.6384  -0.18
C: -1.5064 2.2835 -2.1999  0.72
O: -1.8227 3.2223 -2.8846  -0.62
O: -1.6388 2.1998 -0.8562  -0.20
C: -2.2103 3.3570 -0.2499  -0.74
H: -0.3141 0.1117 -4.2887  0.23
H: -1.7116 1.1582 -4.5791  0.35
H: -0.0717 1.8621 -4.3743  0.33
H: -3.2209 3.5290 -0.6256  0.27
H: -1.5804 4.2322 -0.4206  0.38
H: -2.2682 3.1799 0.8238  0.26
C: -6.8463 5.1733 3.6086  -0.47
O: -6.1883 4.8542 2.3844  -0.28
C: -6.9187 5.1032 1.2881  0.70
O: -8.0353 5.5546 1.2695  -0.56
O: -6.1891 4.7620 0.2181  -0.19
C: -6.8455 4.9743 -1.0310  -0.66
H: -6.1667 4.9330 4.4258  0.24
H: -7.0782 6.2388 3.6555  0.31
H: -7.7524 4.5758 3.7259  0.11
H: -7.0774 6.0319 -1.1695  0.31
H: -7.7510 4.3686 -1.0983  0.31
H: -6.1623 4.6637 -1.8210  0.19
C: 1.2707 3.4701 -0.4859  -0.44
O: 1.3441 4.7833 0.0713  -0.23
C: 2.5276 5.0762 0.6315  0.74
O: 3.4834 4.3478 0.6949  -0.52
O: 2.4595 6.3293 1.1119  -0.33
C: 3.6580 6.7763 1.7401  -0.62
H: 0.2743 3.3391 -0.9097  -0.10
H: 2.0033 3.3498 -1.2859  0.34
H: 1.4164 2.7149 0.2884  0.33
H: 4.4857 6.7858 1.0286  0.29
H: 3.8980 6.1507 2.6018  0.29
H: 3.4893 7.7953 2.0885  0.22
C: -3.7984 -0.2026 -1.6986  -0.31
O: -5.1331 0.1195 -2.0962  -0.34
C: -5.4314 -0.2357 -3.3520  0.80
O: -4.6904 -0.7799 -4.1295  -0.55
O: -6.7024 0.1213 -3.5942  -0.33
C: -7.1572 -0.1992 -4.9068  -0.62
H: -3.6658 0.1279 -0.6689  0.22
H: -3.6351 -1.2812 -1.7366  0.36
H: -3.0725 0.3218 -2.3226  0.02
H: -7.1256 -1.2776 -5.0730  0.29
H: -6.5639 0.3242 -5.6589  0.28
H: -8.1918 0.1334 -4.9894  0.22
C: 11.5306 -6.5424 -2.8861  -0.62
O: 10.6491 -5.6135 -3.5117  -0.35
C: 9.9134 -4.8909 -2.6525  0.76
O: 9.9497 -4.9739 -1.4472  -0.54
O: 9.1380 -4.0683 -3.3611  -0.31
C: 8.2876 -3.2283 -2.5695  -0.58
H: 12.0714 -7.0676 -3.6732  0.22
H: 12.2548 -6.0224 -2.2559  0.27
H: 10.9687 -7.2751 -2.3036  0.28
H: 8.8811 -2.5751 -1.9264  0.28
H: 7.5973 -3.8286 -1.9773  0.22
H: 7.7075 -2.6075 -3.2489  0.29
C: -9.6482 2.1743 5.1379  -0.74
O: -9.7765 3.2129 6.1086  -0.23
C: -9.8032 2.7793 7.3768  0.70
O: -9.7304 1.6327 7.7342  -0.54
O: -9.9255 3.8481 8.1773  -0.23
C: -9.9679 3.5360 9.5690  -0.73
H: -9.6370 2.6386 4.1520  0.21
H: -8.7104 1.6330 5.2747  0.34
H: -10.4982 1.4916 5.1885  0.34
H: -9.0432 3.0489 9.8831  0.31
H: -10.8314 2.9084 9.7970  0.34
H: -10.0679 4.4737 10.1157  0.23
C: 10.1542 -2.0331 4.6343  -0.69
O: 10.1752 -3.3296 4.0416  -0.26
C: 9.7626 -3.3549 2.7614  0.63
O: 9.3978 -2.4057 2.1207  -0.56
O: 9.8307 -4.6203 2.3289  -0.17
C: 9.4167 -4.8005 0.9660  -0.76
H: 10.5050 -2.1326 5.6616  0.21
H: 10.8250 -1.3555 4.1030  0.30
H: 9.1384 -1.6341 4.6520  0.30
H: 10.0528 -4.2360 0.2991  0.36
H: 8.3712 -4.5109 0.8420  0.40
H: 9.5134 -5.8581 0.7253  0.25
C: -12.0661 6.2462 7.2265  -0.49
O: -13.3306 5.9395 7.8153  -0.31
C: -13.6095 6.6482 8.9167  0.80
O: -12.9026 7.4839 9.4193  -0.54
O: -14.8146 6.2644 9.3632  -0.32
C: -15.2432 6.9428 10.5420  -0.62
H: -11.9464 5.6155 6.3462  0.18
H: -12.0313 7.2905 6.9101  0.32
H: -11.2547 6.0261 7.9208  0.19
H: -15.3340 8.0148 10.3582  0.29
H: -14.5568 6.7502 11.3686  0.29
H: -16.2251 6.5533 10.8098  0.22
C: 10.5464 -11.0162 5.3419  -0.63
O: 10.6195 -9.6187 5.6108  -0.32
C: 10.7323 -8.8536 4.5125  0.79
O: 10.7737 -9.2519 3.3763  -0.54
O: 10.7905 -7.5756 4.9021  -0.32
C: 10.9123 -6.6376 3.8273  -0.49
H: 10.4576 -11.5332 6.2974  0.22
H: 9.6657 -11.2475 4.7398  0.29
H: 11.4548 -11.3612 4.8444  0.29
H: 10.0488 -6.6955 3.1682  0.30
H: 11.8360 -6.8094 3.2702  0.29
H: 10.9507 -5.6398 4.2581  0.18
C: -2.0804 -0.9843 -7.9764  -0.68
O: -2.0015 0.4186 -7.7269  -0.13
C: -1.8945 1.1689 -8.8309  0.67
O: -1.8623 0.7619 -9.9641  -0.55
O: -1.8297 2.4540 -8.4537  -0.27
C: -1.7122 3.3746 -9.5357  -0.66
H: -2.1639 -1.4874 -7.0133  0.21
H: -2.9660 -1.2212 -8.5688  0.30
H: -1.1762 -1.3384 -8.4749  0.32
H: -2.5831 3.3122 -10.1910  0.29
H: -0.7936 3.1944 -10.0970  0.29
H: -1.6682 4.3782 -9.1132  0.22
C: 3.1322 -4.2661 -9.7349  -0.64
O: 3.0352 -3.2231 -8.7701  -0.33
C: 3.0460 -3.6515 -7.4950  0.71
O: 3.1277 -4.7995 -7.1381  -0.55
O: 2.9500 -2.5835 -6.6994  -0.33
C: 2.9490 -2.8890 -5.2961  -0.70
H: 3.1140 -3.8061 -10.7231  0.22
H: 4.0726 -4.8089 -9.6227  0.29
H: 2.2823 -4.9467 -9.6538  0.29
H: 3.8788 -3.3737 -5.0097  0.28
H: 2.0967 -3.5105 -5.0428  0.34
H: 2.8669 -1.9490 -4.7502  0.37

Calculated values
**Total charge**: -1
**E_HOMO**: -5.3 eV
**E_tot**: -7416.6167 hartree
**Gap between HOMO and LUMO**: 6.704 eV

F_max: 0.1302 0.0576 0.0599 (Eh/bohr)